[1]
{"formula": "C42H77MnN9O2", "method": "ωB97M-V/def2-TZVPD", "multiplicity": 6, "homo_energy_ev": [-8.223, -8.340], "lumo_energy_ev": [0.262, 0.144], "s2": 8.76, "elements": ["Mn", "C", "C", "C", "O", "H", "H", "H", "H", "H", "H", "H", "C", "C", "C", "O", "H", "H", "H", "H", "H", "H", "H", "C", "C", "C", "C", "N", "H", "H", "H", "H", "H", "H", "H", "C", "C", "C", "C", "N", "H", "H", "H", "H", "H", "H", "H", "C", "C", "C", "C", "N", "H", "H", "H", "H", "H", "H", "H", "C", "C", "C", "C", "N", "H", "H", "H", "H", "H", "H", "H", "C", "C", "C", "C", "N", "H", "H", "H", "H", "H", "H", "H", "C", "C", "C", "C", "N", "H", "H", "H", "H", "H", "H", "H", "C", "C", "C", "C", "N", "H", "H", "H", "H", "H", "H", "H", "C", "C", "C", "C", "N", "H", "H", "H", "H", "H", "H", "H", "C", "C", "C", "C", "N", "H", "H", "H", "H", "H", "H", "H"], "positions_angstrom": [[3.407, 1.869, 0.614], [4.418, 3.396, -3.239], [3.393, 3.827, -2.177], [1.963, 3.941, -2.753], [3.381, 3.064, -1.048], [4.275, 3.935, -4.176], [4.426, 2.325, -3.463], [5.412, 3.600, -2.835], [3.705, 4.868, -1.971], [1.953, 4.187, -3.818], [1.397, 4.678, -2.183], [1.423, 2.992, -2.677], [-0.060, -0.487, 1.401], [0.746, -0.050, 0.172], [0.059, 1.088, -0.586], [2.051, 0.304, 0.500], [-0.247, 0.292, 2.143], [0.516, -1.262, 1.917], [-1.021, -0.942, 1.142], [0.854, -0.949, -0.455], [-0.962, 0.839, -0.894], [0.624, 1.337, -1.488], [0.045, 1.996, 0.022], [2.576, 0.636, -5.672], [1.655, 0.334, -4.481], [2.396, -0.021, -3.191], [3.358, -1.116, -3.437], [4.124, -1.948, -3.637], [2.001, 1.041, -6.506], [3.029, -0.302, -5.992], [3.348, 1.379, -5.477], [0.904, -0.395, -4.781], [1.095, 1.245, -4.243], [1.767, -0.477, -2.421], [2.915, 0.852, -2.797], [3.308, -4.880, -0.631], [3.298, -3.365, -0.502], [3.463, -2.859, 0.928], [2.321, -3.173, 1.804], [1.415, -3.373, 2.474], [4.212, -5.326, -0.218], [3.138, -5.232, -1.647], [2.469, -5.287, -0.051], [2.373, -2.923, -0.880], [4.063, -2.954, -1.163], [3.608, -1.783, 0.915], [4.325, -3.306, 1.434], [0.002, 1.375, 4.833], [-0.168, 2.878, 4.593], [-0.097, 3.306, 3.129], [1.248, 3.166, 2.563], [2.298, 3.062, 2.124], [0.086, 1.133, 5.890], [0.923, 1.082, 4.324], [-0.852, 0.855, 4.401], [0.561, 3.460, 5.164], [-1.111, 3.211, 5.035], [-0.288, 4.381, 3.086], [-0.791, 2.777, 2.478], [-1.520, 3.804, -2.863], [-2.143, 2.814, -3.862], [-3.014, 3.513, -4.894], [-3.518, 2.642, -5.949], [-3.929, 1.943, -6.760], [-2.353, 4.379, -2.448], [-0.870, 4.521, -3.361], [-0.995, 3.256, -2.087], [-2.689, 2.064, -3.285], [-1.361, 2.267, -4.398], [-2.549, 4.375, -5.376], [-3.902, 3.900, -4.381], [4.640, -0.194, 6.276], [3.217, -0.356, 5.774], [3.127, -0.841, 4.335], [3.751, 0.024, 3.332], [4.229, 0.706, 2.549], [4.664, 0.174, 7.303], [5.171, 0.565, 5.700], [5.142, -1.163, 6.278], [2.722, 0.620, 5.838], [2.614, -0.974, 6.440], [2.109, -1.023, 3.980], [3.633, -1.806, 4.217], [-3.636, -1.863, 3.464], [-2.324, -1.158, 3.809], [-1.100, -2.074, 3.747], [-1.197, -3.183, 4.695], [-1.285, -4.039, 5.447], [-3.743, -2.870, 3.881], [-3.828, -1.964, 2.395], [-4.465, -1.329, 3.932], [-2.433, -0.635, 4.762], [-2.222, -0.322, 3.111], [-0.156, -1.567, 3.949], [-1.001, -2.494, 2.747], [-1.044, -2.198, -3.825], [-1.919, -0.973, -3.519], [-3.403, -1.226, -3.839], [-3.900, -2.548, -3.482], [-4.297, -3.589, -3.202], [-0.033, -2.050, -3.448], [-0.998, -2.306, -4.914], [-1.462, -3.121, -3.431], [-1.543, -0.058, -3.976], [-1.745, -0.772, -2.454], [-3.468, -1.146, -4.929], [-4.086, -0.480, -3.435], [-5.210, 2.062, 2.253], [-4.450, 1.259, 1.194], [-3.869, 2.042, 0.017], [-2.959, 3.130, 0.417], [-2.271, 4.001, 0.711], [-6.081, 2.561, 1.823], [-4.596, 2.888, 2.629], [-5.471, 1.445, 3.108], [-5.139, 0.518, 0.792], [-3.640, 0.704, 1.669], [-4.686, 2.600, -0.458], [-3.399, 1.418, -0.738], [-0.428, -3.946, -0.646], [-1.216, -4.531, 0.512], [-2.740, -4.309, 0.456], [-3.094, -2.884, 0.400], [-3.382, -1.771, 0.367], [-0.623, -4.447, -1.595], [0.639, -4.069, -0.467], [-0.683, -2.886, -0.731], [-0.826, -4.175, 1.465], [-1.095, -5.617, 0.477], [-3.233, -4.742, 1.326], [-3.167, -4.800, -0.420]]}

[2]
{"formula": "H3NOSi", "method": "ωB97M-V/def2-TZVPD", "homo_energy_ev": [-7.197, -7.214], "lumo_energy_ev": [-0.784, -0.703], "elements": ["N", "O", "Si", "H", "H", "H"], "positions_angstrom": [[-1.730, 0.438, -2.183], [-2.883, 0.459, -1.890], [-0.178, 0.065, -0.019], [-0.432, 0.502, 1.436], [-0.337, -1.448, -0.002], [0.541, 0.710, -1.117]]}

[3]
{"formula": "C15H28N2O6", "method": "ωB97M-V/def2-TZVPD", "homo_energy_ev": -9.379, "lumo_energy_ev": 0.446, "smiles": "NCCCCC[C@]1(CCCN)COC(=O)O1.C[C@@H]1COC(=O)O1", "elements": ["N", "C", "C", "C", "C", "C", "C", "C", "C", "C", "N", "C", "O", "C", "O", "O", "H", "H", "H", "H", "H", "H", "H", "H", "H", "H", "H", "H", "H", "H", "H", "H", "H", "H", "H", "H", "H", "H", "C", "C", "C", "O", "C", "O", "O", "H", "H", "H", "H", "H", "H"], "positions_angstrom": [[-1.608, 0.403, 1.795], [-2.047, 1.138, 0.589], [-1.107, 1.051, -0.629], [0.391, 0.929, -0.355], [0.851, -0.472, 0.112], [1.975, -0.468, 1.169], [1.690, -1.155, 2.519], [0.953, -2.498, 2.398], [-0.051, -2.910, 3.496], [-1.339, -3.559, 2.941], [-2.558, -2.946, 3.495], [1.178, -0.111, 3.523], [2.408, 0.438, 4.062], [3.225, -0.644, 4.163], [4.022, -0.840, 5.035], [3.007, -1.452, 3.106], [-1.758, 0.976, 2.615], [-2.146, -0.442, 1.931], [-2.223, 2.179, 0.866], [-3.022, 0.744, 0.275], [-1.259, 1.979, -1.191], [-1.436, 0.248, -1.299], [0.889, 1.139, -1.308], [0.736, 1.711, 0.328], [1.218, -1.023, -0.760], [-0.032, -1.004, 0.457], [2.260, 0.565, 1.394], [2.872, -0.939, 0.758], [1.748, -3.249, 2.365], [0.461, -2.560, 1.429], [0.434, -3.627, 4.162], [-0.357, -2.071, 4.117], [-1.353, -3.507, 1.847], [-1.343, -4.620, 3.207], [-3.292, -2.874, 2.805], [-2.381, -2.034, 3.889], [0.635, -0.513, 4.378], [0.627, 0.718, 3.092], [-0.109, 2.629, -7.271], [0.102, 2.061, -5.890], [-1.127, 2.040, -5.006], [-0.564, 2.168, -3.694], [0.619, 2.826, -3.817], [1.237, 3.277, -2.912], [0.984, 2.895, -5.118], [-0.351, 3.690, -7.210], [0.791, 2.526, -7.875], [-0.923, 2.107, -7.774], [0.554, 1.066, -5.945], [-1.698, 1.118, -5.074], [-1.783, 2.894, -5.191]]}

The following energy values (in eV) correspond, in order, to the records above: -93628.28739, -11458.42966, -31274.18783.